{"formula": "C50H47FeN3O4P2STe", "method": "ωB97M-V with the def2-TZVPD basis set", "species": ["Fe", "O", "S", "C", "C", "C", "C", "C", "C", "P", "C", "C", "C", "C", "C", "C", "C", "C", "C", "C", "C", "C", "C", "C", "C", "C", "C", "C", "P", "C", "C", "C", "C", "C", "C", "C", "C", "C", "C", "C", "C", "H", "H", "H", "H", "H", "H", "H", "H", "H", "H", "H", "H", "H", "H", "H", "H", "H", "H", "H", "H", "H", "H", "H", "H", "H", "H", "H", "H", "Te", "C", "C", "C", "C", "C", "C", "H", "H", "H", "H", "H", "N", "H", "H", "H", "C", "C", "C", "C", "C", "C", "O", "N", "C", "O", "N", "C", "O", "H", "H", "H", "H", "H", "H", "H", "H", "H", "H", "H"], "xyz": [[-0.60398, -0.30401, 0.16061], [1.68815, 3.39189, -0.11638], [1.71237, 1.95576, 0.22952], [2.21736, 1.84027, 1.96089], [3.43047, 2.37702, 2.36509], [3.78933, 2.33121, 3.69990], [2.93946, 1.73421, 4.61937], [1.72373, 1.20873, 4.21555], [1.32495, 1.27057, 2.87942], [-0.33833, 0.65713, 2.35461], [-0.66378, -0.51503, 3.70855], [0.01962, -1.73009, 3.64506], [-0.15445, -2.67874, 4.63685], [-1.02742, -2.42697, 5.68805], [-1.72687, -1.23114, 5.73851], [-1.54647, -0.27017, 4.75198], [-1.43038, 2.06399, 2.76446], [-2.67511, 2.11584, 2.14020], [-3.60341, 3.08038, 2.49794], [-3.28551, 4.01595, 3.46869], [-2.03882, 3.98693, 4.07718], [-1.11212, 3.01786, 3.73030], [3.18134, 1.28705, -0.53974], [4.17651, 2.15035, -0.96637], [5.36002, 1.61914, -1.44844], [5.53826, 0.24172, -1.47175], [4.51475, -0.60887, -1.08810], [3.29362, -0.09407, -0.65639], [1.81282, -1.16505, -0.37212], [1.54671, -1.71561, -2.10591], [0.39484, -1.25424, -2.74499], [0.14195, -1.55986, -4.07210], [1.03867, -2.34753, -4.77705], [2.18409, -2.81868, -4.15058], [2.44425, -2.50085, -2.82647], [2.63613, -2.53868, 0.50071], [2.54500, -3.87669, 0.12858], [3.15060, -4.85730, 0.90279], [3.83412, -4.51201, 2.05871], [3.91405, -3.18011, 2.44481], [3.31446, -2.19905, 1.67460], [4.08370, 2.83444, 1.63437], [4.73050, 2.75987, 4.01687], [3.22350, 1.68600, 5.66248], [1.06781, 0.74972, 4.94458], [0.69111, -1.92120, 2.81186], [0.38109, -3.61883, 4.59437], [-1.16369, -3.16477, 6.46768], [-2.41991, -1.04373, 6.54843], [-2.09094, 0.66440, 4.79954], [-2.90968, 1.38945, 1.37358], [-4.56865, 3.11533, 2.00983], [-4.00540, 4.77540, 3.74381], [-1.78474, 4.71692, 4.83519], [-0.14719, 3.00250, 4.21911], [3.99813, 3.21817, -0.92340], [6.14859, 2.27663, -1.78871], [6.47876, -0.17503, -1.80762], [4.66492, -1.68026, -1.11886], [-0.32831, -0.64843, -2.20151], [-0.75244, -1.18120, -4.54973], [0.84662, -2.59111, -5.81326], [2.88313, -3.43531, -4.70052], [3.34815, -2.87272, -2.36397], [2.01358, -4.15940, -0.77142], [3.09211, -5.89446, 0.59962], [4.30246, -5.27925, 2.66059], [4.44979, -2.90738, 3.34464], [3.37409, -1.15741, 1.97586], [-1.29532, 2.15399, -1.61157], [-2.13654, 3.98998, -0.93844], [-3.34923, 4.37083, -1.50655], [-3.92636, 5.58263, -1.15988], [-3.29620, 6.42271, -0.25438], [-2.08385, 6.04440, 0.30322], [-1.50328, 4.82919, -0.02952], [-3.83691, 3.72382, -2.22661], [-4.86345, 5.87848, -1.61427], [-3.74279, 7.37404, 0.00534], [-1.57432, 6.69862, 0.99955], [-0.54973, 4.56257, 0.39426], [-0.49099, -2.85845, 0.02854], [-1.44080, -3.01304, 0.35268], [0.11480, -3.29296, 0.71840], [-0.37134, -3.35907, -0.84675], [-4.97951, -0.38305, 2.90701], [-4.95984, -1.79981, 2.34020], [-4.55620, -1.86353, 0.85474], [-4.45698, -3.35598, 0.43068], [-4.13270, -3.59114, -1.04571], [-5.63825, -1.21761, 0.00930], [-6.81597, -1.39628, 0.19586], [-5.19388, -0.43424, -1.03638], [-3.88121, -0.07885, -1.30634], [-3.65606, 0.63188, -2.27801], [-2.90549, -0.51984, -0.46502], [-3.19962, -1.23293, 0.62735], [-2.27414, -1.42369, 1.43466], [-5.34339, -0.39283, 3.93425], [-5.64063, 0.26279, 2.32418], [-3.97838, 0.04406, 2.91362], [-5.95389, -2.23848, 2.42226], [-4.25789, -2.41261, 2.90691], [-5.41449, -3.82185, 0.66602], [-3.69755, -3.81943, 1.06509], [-4.94149, -3.23459, -1.68409], [-4.00483, -4.65663, -1.23295], [-3.21559, -3.07975, -1.34749], [-5.89920, -0.04545, -1.64612]], "lowdin_spin": [3.706, 0.034, 0.050, 0.003, 0.001, 0.001, 0.000, 0.001, 0.005, 0.021, 0.003, 0.001, 0.000, 0.001, 0.000, 0.002, 0.003, 0.001, 0.000, 0.000, 0.000, 0.001, 0.003, 0.001, 0.000, 0.001, 0.001, 0.006, 0.020, 0.003, 0.010, 0.001, 0.000, 0.000, 0.000, 0.001, 0.001, 0.000, 0.001, 0.000, 0.001, 0.000, 0.000, 0.000, 0.000, 0.000, 0.000, 0.000, 0.000, 0.000, 0.000, 0.000, 0.000, 0.000, 0.000, 0.000, 0.000, 0.000, 0.000, 0.005, 0.000, 0.000, 0.000, 0.000, 0.000, 0.000, 0.000, 0.000, 0.000, 0.740, 0.062, 0.022, -0.001, 0.014, -0.001, 0.022, 0.004, 0.000, 0.001, 0.000, 0.003, 0.034, 0.000, 0.000, 0.001, 0.000, 0.000, 0.001, 0.000, 0.000, 0.001, 0.001, 0.006, 0.020, 0.089, 0.040, 0.006, 0.044, 0.000, 0.000, 0.000, 0.000, 0.000, 0.000, 0.000, 0.000, 0.000, 0.000, 0.000], "s_squared": 8.77, "spin_multiplicity": 6, "charge": 1, "total_energy_ev": -136363.4124, "gap_ev": [7.788, 6.563], "lumo_ev": [-2.30, -3.51], "fmax_ev_per_a": 1.29}

{"formula": "C30H66FIN2O12", "method": "ωB97M-V with the def2-TZVPD basis set", "species": ["N", "C", "C", "I", "C", "C", "N", "C", "C", "F", "H", "H", "H", "H", "H", "H", "C", "O", "C", "C", "O", "C", "H", "H", "H", "H", "H", "H", "H", "H", "H", "H", "C", "O", "C", "C", "O", "C", "H", "H", "H", "H", "H", "H", "H", "H", "H", "H", "C", "O", "C", "C", "O", "C", "H", "H", "H", "H", "H", "H", "H", "H", "H", "H", "C", "O", "C", "C", "O", "C", "H", "H", "H", "H", "H", "H", "H", "H", "H", "H", "C", "O", "C", "C", "O", "C", "H", "H", "H", "H", "H", "H", "H", "H", "H", "H", "C", "O", "C", "C", "O", "C", "H", "H", "H", "H", "H", "H", "H", "H", "H", "H"], "xyz": [[3.15113, -0.94905, 1.41652], [3.25439, -1.75894, 0.61158], [3.66404, -2.90638, -0.28867], [4.80262, -4.36693, 0.82356], [2.36280, -3.54937, -0.92308], [1.85206, -4.68453, -0.07368], [1.44005, -5.48008, 0.63931], [2.58652, -3.93047, -2.41887], [3.13120, -5.34220, -2.66280], [2.13619, -6.28420, -2.52259], [4.29163, -2.47226, -1.07104], [1.59082, -2.76475, -0.89823], [3.34814, -3.22954, -2.80429], [1.65937, -3.72027, -2.96843], [3.45666, -5.40897, -3.71569], [4.02155, -5.57965, -2.06410], [-0.74555, 3.47739, 0.20086], [-0.64397, 2.28509, 0.95985], [0.64320, 1.68450, 0.86957], [1.49467, 1.99639, 2.08480], [1.80665, 3.38295, 2.16274], [0.98190, 4.08171, 3.08217], [-1.63979, 4.00866, 0.52800], [0.11975, 4.12784, 0.34324], [-0.85178, 3.23677, -0.86310], [1.15107, 1.99343, -0.04921], [0.48832, 0.60253, 0.82175], [2.44027, 1.45902, 1.99630], [1.00119, 1.65928, 3.00145], [1.31373, 3.88326, 4.10674], [-0.07080, 3.80929, 2.97959], [1.08289, 5.14857, 2.88398], [3.65952, 2.15719, 6.40289], [3.08810, 3.34776, 6.92223], [3.41255, 3.55918, 8.28882], [4.53713, 4.56535, 8.44684], [5.75913, 4.07397, 7.91367], [6.04273, 4.58824, 6.62264], [3.59882, 2.19873, 5.31537], [4.70674, 2.04393, 6.69041], [3.08786, 1.29055, 6.75184], [3.66575, 2.61418, 8.77825], [2.51607, 3.95920, 8.77248], [4.70221, 4.74346, 9.51381], [4.26986, 5.51991, 7.98390], [6.41507, 5.61499, 6.70113], [5.16609, 4.56616, 5.97206], [6.82006, 3.96742, 6.17844], [-2.56231, -4.58709, -7.23835], [-1.48116, -5.50499, -7.27128], [-0.22268, -4.86932, -7.43435], [0.51463, -4.74406, -6.11414], [-0.15270, -3.86808, -5.21667], [-0.91587, -4.56462, -4.24286], [-3.43464, -5.11053, -6.84874], [-2.35227, -3.72996, -6.59530], [-2.78789, -4.23791, -8.25142], [-0.34004, -3.88986, -7.90714], [0.36909, -5.49905, -8.10647], [1.50289, -4.31164, -6.30264], [0.66071, -5.72648, -5.65404], [-0.25026, -4.96991, -3.47322], [-1.50243, -5.37616, -4.67669], [-1.60022, -3.85567, -3.77738], [-3.70402, 1.34861, 1.28542], [-5.08123, 1.09993, 1.03918], [-5.92785, 1.69725, 2.00861], [-6.53218, 2.99225, 1.49881], [-5.53998, 3.99064, 1.29812], [-5.16103, 4.12127, -0.06201], [-3.14916, 1.10187, 0.38195], [-3.51349, 2.39352, 1.53619], [-3.34866, 0.70720, 2.09837], [-5.38780, 1.86425, 2.94560], [-6.73787, 0.98872, 2.20823], [-7.22584, 3.37769, 2.25307], [-7.09818, 2.82032, 0.57861], [-5.92571, 4.67908, -0.61267], [-5.00287, 3.15094, -0.53695], [-4.22673, 4.68141, -0.09706], [-7.78268, 5.37176, 5.76980], [-7.88752, 6.71455, 5.32862], [-6.97606, 7.58359, 5.98691], [-5.75691, 7.86916, 5.12985], [-4.97569, 6.70137, 4.92677], [-5.20407, 6.09741, 3.66106], [-8.30260, 4.74050, 5.04934], [-6.74342, 5.04323, 5.83727], [-8.26652, 5.25911, 6.74610], [-6.67940, 7.17253, 6.95637], [-7.50512, 8.52444, 6.16751], [-5.12252, 8.59268, 5.65137], [-6.05148, 8.30881, 4.17216], [-4.68282, 6.65977, 2.87968], [-6.26693, 6.03739, 3.42012], [-4.79963, 5.08745, 3.69123], [5.17808, -8.41767, -9.15153], [4.11917, -7.47742, -9.06720], [3.30791, -7.66254, -7.91654], [3.66556, -6.67940, -6.81784], [4.97273, -6.91052, -6.30981], [5.93688, -6.01793, -6.84444], [5.89303, -8.05232, -9.88799], [5.69208, -8.54218, -8.19624], [4.79312, -9.38570, -9.48865], [3.37745, -8.69161, -7.55293], [2.27249, -7.48280, -8.22275], [2.97035, -6.81748, -5.98317], [3.56627, -5.64784, -7.17108], [5.85191, -5.03882, -6.36046], [5.83103, -5.90143, -7.92477], [6.92447, -6.42699, -6.63456]], "mulliken_charge": [-0.315, 0.092, -0.412, 0.192, 0.201, -0.046, -0.448, -0.586, 0.008, -0.309, 0.481, 0.401, 0.369, 0.131, 0.031, 0.222, -0.853, -0.176, -0.605, -0.216, -0.415, -0.465, 0.152, 0.443, 0.314, 0.332, 0.261, 0.278, 0.325, 0.174, 0.200, 0.253, -0.749, -0.307, -0.521, -0.490, -0.379, -0.689, 0.194, 0.368, 0.323, 0.346, 0.350, 0.376, 0.321, 0.317, 0.282, 0.250, -0.708, -0.396, -0.698, -0.109, -0.441, -0.791, 0.247, 0.296, 0.327, 0.337, 0.347, 0.281, 0.357, 0.299, 0.373, 0.272, -0.667, -0.413, -0.560, -0.420, -0.231, -0.802, 0.291, 0.203, 0.378, 0.312, 0.395, 0.324, 0.345, 0.305, 0.356, 0.212, -0.691, -0.384, -0.484, -0.449, -0.397, -0.747, 0.232, 0.309, 0.323, 0.310, 0.374, 0.396, 0.301, 0.331, 0.321, 0.240, -0.714, -0.392, -0.680, -0.014, -0.421, -0.773, 0.245, 0.303, 0.323, 0.365, 0.338, 0.178, 0.316, 0.305, 0.339, 0.272], "smiles": "N#C[C@@H](I)[C@H](C#N)CCF.COCCOC.COCCOC.COCCOC.COCCOC.COCCOC.COCCOC", "total_energy_ev": -70539.5157, "gap_ev": 8.427, "lumo_ev": -0.64, "fmax_ev_per_a": 2.14}

{"formula": "H6OP4", "method": "ωB97M-V with the def2-TZVPD basis set", "species": ["O", "P", "P", "P", "P", "H", "H", "H", "H", "H", "H"], "xyz": [[1.83205, -0.01744, -1.03860], [0.55319, 0.03606, -0.29725], [-0.95185, 0.43291, -1.83631], [0.07278, 1.58690, 1.32340], [0.00993, -1.92528, 0.58808], [-1.93870, 0.71451, -0.96455], [-0.60396, 1.81294, -2.09589], [-1.24441, 1.27208, 1.09691], [0.32162, 0.75462, 2.50677], [0.59087, -2.52882, -0.50931], [1.35850, -2.13849, 1.22676]], "mulliken_charge": [-0.620, 0.418, -0.057, -0.055, -0.159, 0.024, 0.103, 0.047, 0.079, 0.107, 0.114], "e_above_lowest_ev": 0.000, "smiles": "O=P(P)(P)P", "total_energy_ev": -39298.7383, "gap_ev": 9.690, "lumo_ev": 0.28, "fmax_ev_per_a": 1.72}

{"formula": "C3H6N3S", "method": "ωB97M-V with the def2-TZVPD basis set", "species": ["C", "C", "C", "N", "N", "N", "S", "H", "H", "H", "H", "H", "H"], "xyz": [[0.69844, -1.52034, -0.94811], [-0.15648, -0.72315, -1.65164], [0.46158, 0.61093, 1.84564], [0.85199, -1.01058, 0.28451], [0.33086, 0.04264, 0.49124], [-0.67267, 0.25904, -1.01308], [-1.35710, 1.67948, -1.35593], [1.04978, -2.47067, -1.18106], [-0.50088, -0.95081, -2.57616], [1.53041, 0.62454, 2.18846], [0.26727, 1.72364, 1.85212], [-0.20937, 0.20098, 2.63635], [-2.29383, 1.53429, -0.57233]], "lowdin_spin": [0.328, 0.039, 0.080, 0.107, 0.551, 0.567, 0.243, 0.016, 0.013, 0.012, 0.004, 0.017, 0.024], "s_squared": 2.04, "e_above_lowest_ev": 2.284, "spin_multiplicity": 3, "charge": 1, "total_energy_ev": -18500.3491, "gap_ev": [7.384, 6.565], "lumo_ev": [-4.67, -7.79], "fmax_ev_per_a": 5.51}

{"formula": "CH7BN", "method": "ωB97M-V with the def2-TZVPD basis set", "species": ["B", "C", "N", "H", "H", "H", "H", "H", "H", "H"], "xyz": [[-1.39458, 0.26247, 0.06957], [-0.11854, -0.57326, -0.06815], [1.05372, 0.26998, 0.01635], [-2.48762, -0.19512, 0.01497], [-1.07343, 1.46310, -0.03627], [-0.06087, -1.50749, 0.90929], [0.01639, -1.10126, -1.00353], [1.10639, 0.95763, 0.78477], [1.06252, 0.78681, -0.88285], [1.89602, -0.36285, 0.19585]], "mulliken_charge": [0.096, -0.582, -0.324, 0.043, -0.023, 0.302, 0.372, 0.349, 0.373, 0.395], "e_above_lowest_ev": 0.811, "charge": 1, "total_energy_ev": -3307.9899, "gap_ev": 12.014, "lumo_ev": -4.73, "fmax_ev_per_a": 5.37}

{"formula": "C2HF6NO3PtS2", "method": "ωB97M-V with the def2-TZVPD basis set", "species": ["N", "S", "C", "F", "F", "F", "S", "O", "O", "C", "F", "F", "F", "Pt", "O", "H"], "xyz": [[-0.07290, 0.19245, -0.27107], [-0.68642, -1.16953, -1.06108], [-1.87964, -0.41935, -2.20924], [-2.76010, -1.37196, -2.52362], [-1.31833, 0.02340, -3.33327], [-2.54704, 0.61023, -1.68193], [0.63767, 0.05172, 1.09836], [1.42947, -1.19853, 1.41995], [-0.13675, 0.27067, 2.50488], [1.88717, 1.42931, 0.97653], [1.48264, 2.32428, 0.09930], [2.01457, 1.99545, 2.16018], [3.04234, 0.92145, 0.59874], [0.65289, -1.28917, 3.03603], [0.09312, -1.48781, 4.60669], [-0.82129, -1.59865, 4.86460]], "lowdin_spin": [0.011, 0.006, 0.000, 0.000, 0.000, 0.000, 0.027, 0.133, 0.182, 0.012, 0.003, 0.002, 0.002, 1.190, 0.415, 0.016], "s_squared": 2.01, "spin_multiplicity": 3, "total_energy_ev": -50935.9342, "gap_ev": [7.632, 7.814], "lumo_ev": [0.21, -1.57], "fmax_ev_per_a": 11.24}

Repeat the fourth record exactly.
{"formula": "C3H6N3S", "method": "ωB97M-V with the def2-TZVPD basis set", "species": ["C", "C", "C", "N", "N", "N", "S", "H", "H", "H", "H", "H", "H"], "xyz": [[0.69844, -1.52034, -0.94811], [-0.15648, -0.72315, -1.65164], [0.46158, 0.61093, 1.84564], [0.85199, -1.01058, 0.28451], [0.33086, 0.04264, 0.49124], [-0.67267, 0.25904, -1.01308], [-1.35710, 1.67948, -1.35593], [1.04978, -2.47067, -1.18106], [-0.50088, -0.95081, -2.57616], [1.53041, 0.62454, 2.18846], [0.26727, 1.72364, 1.85212], [-0.20937, 0.20098, 2.63635], [-2.29383, 1.53429, -0.57233]], "lowdin_spin": [0.328, 0.039, 0.080, 0.107, 0.551, 0.567, 0.243, 0.016, 0.013, 0.012, 0.004, 0.017, 0.024], "s_squared": 2.04, "e_above_lowest_ev": 2.284, "spin_multiplicity": 3, "charge": 1, "total_energy_ev": -18500.3491, "gap_ev": [7.384, 6.565], "lumo_ev": [-4.67, -7.79], "fmax_ev_per_a": 5.51}